ORCA calculation (wB97M-V/def2-TZVPD) on one molecule with the formula C7H10 at a distorted geometry.

XYZ file:
```
17
C7H10 | the Open Molecules 2025 dataset | wB97M-V/def2-TZVPD
C 1.70 -1.52 0.00
C 0.17 -1.74 -0.30
C 1.74 -0.20 0.11
C -0.10 -0.42 -0.28
C 2.54 1.00 0.34
C -2.30 -0.03 0.57
C -1.32 0.47 -0.49
H 2.47 -2.21 0.03
H -0.48 -2.58 -0.51
H 2.79 1.66 -0.55
H 3.59 0.75 0.82
H 2.16 1.77 1.02
H -1.67 0.03 1.40
H -2.79 -1.04 0.39
H -3.19 0.68 0.62
H -1.13 1.58 -0.35
H -1.72 0.29 -1.54
```

Summary:
- structure (SMILES) = CCC1=C(C)C=C1
- E_LUMO (eV) = 1.026
- energy above the lowest of the compared OMol25 structures with the same formula, charge and spin (kcal per mole) = 113.4
- DFT total energy (a.u.) = -272.53730
- maximum force (hartree/bohr) = 0.0826
- HOMO level (eV) = -7.7
- HOMO-LUMO gap (eV) = 8.713

---

ORCA calculation (wB97M-V/def2-TZVPD) on a 2-piece molecular cluster, C8H11NO overall at a distorted geometry.

XYZ file:
```
21
C8H11NO | the Open Molecules 2025 dataset | wB97M-V/def2-TZVPD
C 1.59 -2.06 0.35
C 1.16 -3.30 -0.05
C 0.98 -3.62 -1.39
C 1.63 -2.89 -2.40
C 2.12 -1.57 -2.12
C 2.08 -1.16 -0.80
C -1.94 3.20 1.45
C -2.95 4.17 2.02
H 1.83 -1.80 1.37
H 0.83 -3.96 0.89
H 0.66 -4.66 -1.61
H 1.63 -3.25 -3.40
H 2.47 -1.09 -3.07
H 2.60 -0.19 -0.57
H -2.04 1.68 0.16
H -3.28 2.76 -0.26
H -3.07 3.88 3.05
H -3.89 4.41 1.45
H -2.25 5.06 1.80
N -2.42 2.53 0.37
O -0.81 2.85 1.90
```

Summary:
- structure (SMILES) = c1ccccc1.CC(N)=O
- E_LUMO (eV) = 0.784
- energy above the lowest of the compared OMol25 structures with the same formula, charge and spin (kcal per mole) = 49.3
- DFT total energy (a.u.) = -441.36897
- maximum force (hartree/bohr) = 0.0964
- HOMO level (eV) = -9.0
- HOMO-LUMO gap (eV) = 9.815

---

ORCA calculation (wB97M-V/def2-TZVPD) on one molecule with the formula C6H12O at a distorted geometry.

XYZ file:
```
19
C6H12O | the Open Molecules 2025 dataset | wB97M-V/def2-TZVPD
C 2.66 0.67 0.18
O 1.61 0.56 1.13
C 0.69 -0.48 0.95
C -0.71 -0.16 0.02
C -0.81 1.30 -0.23
C -1.29 -1.12 -1.04
C -1.89 -1.03 0.33
H 2.26 0.83 -0.83
H 3.30 -0.22 0.19
H 3.26 1.55 0.46
H 0.74 -1.12 0.11
H 0.34 -0.75 1.94
H -0.04 1.62 -0.96
H -0.60 1.81 0.71
H -1.79 1.59 -0.61
H -0.80 -2.05 -1.33
H -1.87 -0.69 -1.87
H -1.73 -1.89 0.98
H -2.86 -0.56 0.46
```

Summary:
- structure (SMILES) = COCC1(C)CC1
- E_LUMO (eV) = 1.036
- energy above the lowest of the compared OMol25 structures with the same formula, charge and spin (kcal per mole) = 75.4
- DFT total energy (a.u.) = -310.93916
- maximum force (hartree/bohr) = 0.0686
- HOMO level (eV) = -8.8
- HOMO-LUMO gap (eV) = 9.858

---

ORCA calculation (wB97M-V/def2-TZVPD) on C33H49BN10O6SSc as an isolated structure.

XYZ file:
```
101
C33H49BN10O6SSc | the Open Molecules 2025 dataset | wB97M-V/def2-TZVPD
Sc -0.51 0.01 0.25
C -5.36 -0.80 1.05
N -4.99 0.51 0.55
C -5.83 1.62 1.01
C -5.01 2.85 0.65
N -3.67 2.30 0.48
C -2.71 3.15 -0.19
C -3.72 0.95 0.28
N -2.69 0.27 -0.12
C -2.85 -1.07 -0.68
C -2.12 -1.15 -2.01
N -0.77 -0.61 -1.84
C 0.06 -0.79 -2.88
N -0.03 -1.72 -3.86
C -0.76 -2.97 -3.92
C 1.04 -1.53 -4.87
C 1.94 -0.49 -4.23
N 1.15 -0.01 -3.08
C 1.06 1.78 -1.30
H -5.82 -0.69 2.03
H -4.50 -1.45 1.16
H -6.09 -1.28 0.38
H -5.98 1.54 2.09
H -6.80 1.60 0.52
H -5.03 3.61 1.43
H -5.34 3.30 -0.29
H -2.53 4.04 0.40
H -3.07 3.45 -1.18
H -1.77 2.62 -0.32
H -3.89 -1.35 -0.84
H -2.43 -1.83 0.00
H -2.68 -0.59 -2.77
H -2.13 -2.20 -2.28
H -1.82 -2.84 -4.07
H -0.57 -3.59 -3.04
H -0.38 -3.51 -4.79
H 0.62 -1.20 -5.82
H 1.56 -2.47 -5.03
H 2.18 0.31 -4.92
H 2.88 -0.91 -3.90
H 1.53 2.75 -1.12
H 1.74 1.26 0.51
H -0.01 1.93 -1.10
O 0.34 1.69 1.75
C -0.47 2.54 2.55
C -1.64 1.74 3.08
C -2.48 2.23 4.07
C -3.47 1.39 4.55
C -3.59 0.11 4.04
C -2.71 -0.28 3.04
N -1.77 0.53 2.55
H 0.70 0.96 2.33
H -0.79 3.36 1.92
H 0.11 2.95 3.37
H -2.34 3.22 4.48
H -4.14 1.73 5.34
H -4.32 -0.59 4.42
H -2.74 -1.28 2.62
C 2.78 -1.42 4.34
C 1.29 -1.40 4.02
C 0.56 -0.54 5.04
O 1.12 -0.74 2.72
B 0.17 -1.45 1.96
O -0.19 -2.59 2.60
C 0.65 -2.80 3.77
C -0.26 -3.28 4.90
C 1.65 -3.88 3.40
H 3.14 -0.40 4.44
H 3.35 -1.92 3.55
H 2.96 -1.94 5.28
H 1.01 0.45 5.07
H 0.63 -0.97 6.05
H -0.50 -0.44 4.80
H -1.06 -2.58 5.11
H 0.31 -3.45 5.81
H -0.70 -4.23 4.61
H 2.25 -3.59 2.55
H 1.10 -4.79 3.14
H 2.31 -4.12 4.24
O 3.36 -0.97 -6.92
S 3.52 0.36 -7.49
O 2.70 1.36 -6.83
O 5.46 0.79 -6.89
C 5.74 1.00 -5.66
N 7.03 1.22 -5.29
C 7.27 1.42 -4.02
C 6.30 1.44 -3.02
C 5.01 1.25 -3.48
N 4.73 1.01 -4.76
C 3.77 1.21 -2.65
C 3.75 0.29 -1.51
C 2.81 0.06 -0.60
N 1.57 0.76 -0.36
C 1.29 1.42 -2.76
C 2.69 1.79 -3.17
H 8.32 1.58 -3.75
H 6.54 1.63 -1.98
H 4.63 -0.34 -1.41
H 2.95 -0.71 0.15
H 0.58 1.99 -3.36
H 2.80 2.38 -4.07
```

Summary:
- E_LUMO (eV) = -2.926
- charge = +1
- DFT total energy (a.u.) = -3469.56722
- maximum force (hartree/bohr) = 0.0129
- HOMO level (eV) = -9.1
- HOMO-LUMO gap (eV) = 6.173